{"formula": "C2H6N2O3", "method": "wB97M-V/def2-TZVPD", "largest_force_ev_per_a": 4.07, "e_lumo_ev": 0.192, "multiplicity": 1, "homo_lumo_gap_ev": 8.983, "total_energy_ha": -414.93858, "species": ["C", "N", "C", "N", "O", "O", "O", "H", "H", "H", "H", "H", "H"], "xyz": [[-0.729, -1.075, -0.794], [0.388, -0.009, 0.379], [0.625, 1.443, -0.906], [0.299, 0.512, 1.694], [0.281, 1.117, -2.030], [-0.837, -2.255, -0.179], [1.081, 2.372, -0.310], [-1.191, -2.133, 0.715], [1.215, -0.600, 0.338], [-0.496, 1.144, 1.703], [1.131, 1.085, 1.852], [-0.208, -1.224, -1.736], [-1.560, -0.377, -0.727]], "mulliken_charge": [-0.120, -0.261, 0.775, -0.679, -0.567, -0.464, -0.531, 0.364, 0.287, 0.263, 0.294, 0.329, 0.310]}

{"formula": "C2H6N2OS", "method": "wB97M-V/def2-TZVPD", "largest_force_ev_per_a": 3.12, "smiles": "CON(N)C=S", "e_lumo_ev": 0.622, "multiplicity": 1, "homo_lumo_gap_ev": 8.901, "total_energy_ha": -662.59861, "species": ["C", "O", "N", "N", "C", "S", "H", "H", "H", "H", "H", "H"], "xyz": [[-0.576, 1.702, -0.171], [0.200, 0.830, 0.616], [0.219, -0.496, 0.121], [-0.967, -1.171, 0.433], [1.392, -1.022, -0.250], [2.727, -0.191, -0.568], [-0.632, 2.680, 0.557], [-1.585, 1.284, -0.384], [-0.122, 2.015, -1.106], [-1.276, -1.532, 1.353], [-0.872, -1.958, -0.229], [1.493, -2.141, -0.372]], "mulliken_charge": [-0.439, -0.252, 0.374, -0.644, -0.095, -0.316, 0.203, 0.246, 0.229, 0.225, 0.249, 0.221]}

{"formula": "C2H6N2OS2", "method": "wB97M-V/def2-TZVPD", "largest_force_ev_per_a": 5.99, "smiles": "CS/C(=N\\O)NS", "e_lumo_ev": 0.530, "multiplicity": 1, "homo_lumo_gap_ev": 9.315, "total_energy_ha": -1060.74180, "species": ["C", "S", "C", "N", "O", "N", "S", "H", "H", "H", "H", "H", "H"], "xyz": [[2.112, -0.538, 0.282], [0.896, -1.237, -0.811], [-0.455, -0.166, -0.170], [-0.613, 1.096, -0.063], [0.445, 1.753, -0.625], [-1.558, -1.014, -0.111], [-3.188, -0.454, -0.388], [1.354, -0.101, 1.160], [2.691, -1.594, 0.410], [2.902, 0.235, -0.073], [0.139, 2.777, -0.858], [-1.579, -1.659, 0.975], [-3.147, 0.903, 0.272]], "mulliken_charge": [-0.612, -0.033, 0.379, -0.348, -0.379, -0.405, -0.162, 0.242, 0.240, 0.241, 0.339, 0.334, 0.162]}

{"formula": "C2H6N2Si", "method": "wB97M-V/def2-TZVPD", "largest_force_ev_per_a": 4.86, "e_lumo_ev": [1.155, -2.086], "multiplicity": 3, "homo_lumo_gap_ev": [7.028, 6.232], "total_energy_ha": -478.59374, "species": ["C", "C", "N", "N", "Si", "H", "H", "H", "H", "H", "H"], "xyz": [[1.852, -0.322, -0.712], [1.654, -0.546, 0.613], [-0.353, 1.832, -0.130], [-2.014, -1.158, -0.016], [0.159, 0.154, -0.101], [2.614, -0.579, -1.298], [2.349, -0.634, 1.447], [-1.325, 2.206, 0.020], [0.409, 2.423, 0.164], [-2.495, -0.986, -0.896], [-1.834, -2.139, -0.006]], "mulliken_charge": [-0.475, -0.370, -0.448, -0.484, -0.099, 0.505, 0.336, 0.231, 0.225, 0.298, 0.281]}

{"formula": "C2H6N3", "method": "wB97M-V/def2-TZVPD", "largest_force_ev_per_a": 4.28, "smiles": "C[N+](N)=C=N", "e_lumo_ev": -5.179, "multiplicity": 1, "total_charge": 1, "homo_lumo_gap_ev": 10.086, "total_energy_ha": -243.65501, "species": ["C", "N", "N", "C", "N", "H", "H", "H", "H", "H", "H"], "xyz": [[-0.691, 0.740, 0.420], [0.202, -0.163, -0.380], [0.311, 0.459, -1.880], [0.650, -0.934, 0.591], [1.255, -1.318, 1.538], [-1.776, 0.517, 0.087], [-0.647, 0.284, 1.506], [-0.253, 1.737, 0.190], [0.530, -0.279, -2.521], [-0.615, 0.817, -1.946], [1.035, -1.858, 2.396]], "mulliken_charge": [-0.941, 0.120, -0.349, 0.362, -0.224, 0.351, 0.332, 0.390, 0.299, 0.302, 0.360]}

{"formula": "C2H6N3", "method": "wB97M-V/def2-TZVPD", "largest_force_ev_per_a": 3.97, "smiles": "[H]/N=C/C(N)=[NH2+]", "e_lumo_ev": -4.916, "multiplicity": 1, "total_charge": 1, "homo_lumo_gap_ev": 10.890, "total_energy_ha": -243.81552, "species": ["H", "N", "C", "C", "N", "N", "H", "H", "H", "H", "H"], "xyz": [[-2.883, 0.183, -0.170], [-1.965, -0.185, -0.067], [-1.001, 0.601, -0.053], [0.433, -0.110, -0.044], [0.352, -1.369, 0.178], [1.526, 0.696, -0.046], [-0.864, 1.689, -0.130], [1.178, -1.912, -0.022], [-0.543, -1.718, 0.041], [2.412, 0.394, 0.383], [1.356, 1.729, -0.070]], "mulliken_charge": [0.284, -0.500, -0.031, 0.533, -0.247, -0.414, 0.273, 0.291, 0.284, 0.271, 0.256]}

{"formula": "C2H6N3O", "method": "wB97M-V/def2-TZVPD", "largest_force_ev_per_a": 3.51, "e_lumo_ev": [-4.015, -6.236], "multiplicity": 3, "total_charge": 1, "homo_lumo_gap_ev": [8.859, 8.989], "total_energy_ha": -318.80196, "species": ["C", "C", "N", "N", "N", "O", "H", "H", "H", "H", "H", "H"], "xyz": [[0.024, -0.963, -0.085], [-0.764, 1.254, -0.127], [2.226, -0.312, 0.105], [1.031, 0.036, -0.071], [-1.190, -0.114, 0.207], [3.250, 0.285, 0.195], [0.106, -1.402, -1.057], [0.358, -1.772, 0.499], [-0.943, 1.937, 0.661], [-0.774, 1.688, -1.104], [-2.043, -0.328, -0.400], [-1.280, -0.309, 1.176]], "mulliken_charge": [-0.512, -0.499, 0.054, 0.137, -0.049, -0.292, 0.302, 0.438, 0.341, 0.313, 0.391, 0.376]}

{"formula": "C2H6N3O2", "method": "wB97M-V/def2-TZVPD", "largest_force_ev_per_a": 6.08, "e_lumo_ev": [-3.953, -6.373], "multiplicity": 3, "total_charge": 1, "homo_lumo_gap_ev": [6.545, 8.764], "total_energy_ha": -393.93263, "species": ["C", "C", "N", "N", "N", "O", "O", "H", "H", "H", "H", "H", "H"], "xyz": [[-0.161, 0.308, -0.205], [1.290, -0.789, 0.629], [-0.062, 1.218, -1.075], [-1.354, 2.095, -1.433], [0.660, -1.788, 1.497], [-2.296, 1.739, -0.840], [-1.121, 2.899, -2.242], [-1.118, 0.190, 0.292], [1.720, -1.249, -0.260], [0.779, 1.472, -1.585], [0.173, -1.321, 2.271], [1.459, -2.300, 1.896], [0.030, -2.475, 1.054]], "mulliken_charge": [-0.175, -0.393, -0.293, 1.139, -0.288, -0.544, -0.524, 0.344, 0.351, 0.242, 0.374, 0.385, 0.381]}

{"formula": "C2H6N3O2S2", "method": "wB97M-V/def2-TZVPD", "largest_force_ev_per_a": 6.44, "smiles": "N[S@@]1(=O)=C[NH+]=CNSO1", "e_lumo_ev": [-4.517, -4.517], "multiplicity": 1, "total_charge": 1, "homo_lumo_gap_ev": [7.575, 7.574], "total_energy_ha": -1190.47804, "species": ["N", "S", "O", "C", "N", "C", "N", "S", "O", "H", "H", "H", "H", "H", "H"], "xyz": [[-1.565, -0.955, -1.542], [-1.684, -0.924, 0.087], [-2.698, -1.828, 0.501], [-0.111, -1.367, 0.601], [0.738, -0.342, 0.946], [0.698, 0.996, 0.745], [-0.282, 1.917, 0.637], [-1.846, 2.116, -0.021], [-2.286, 0.621, 0.375], [-1.848, -1.737, -1.985], [-1.785, -0.045, -2.014], [-0.050, -2.296, 1.336], [1.638, -0.666, 1.307], [1.625, 1.532, 0.856], [0.186, 2.889, 0.573]], "mulliken_charge": [-0.380, 1.005, -0.540, -0.387, -0.098, 0.128, -0.327, 0.219, -0.338, 0.228, 0.270, 0.303, 0.275, 0.322, 0.320]}

{"formula": "C2H6N3O3", "method": "wB97M-V/def2-TZVPD", "largest_force_ev_per_a": 4.56, "e_lumo_ev": -4.220, "multiplicity": 1, "total_charge": 1, "homo_lumo_gap_ev": 11.664, "total_energy_ha": -469.35877, "species": ["C", "C", "N", "N", "N", "O", "O", "O", "H", "H", "H", "H", "H", "H"], "xyz": [[-0.894, 0.920, 0.094], [-2.196, -1.159, -0.065], [-1.133, 2.048, 0.271], [-1.035, -0.320, 0.185], [2.398, -0.017, 0.020], [3.713, -0.233, -0.188], [1.760, -0.972, 0.120], [2.029, 1.120, 0.002], [-1.930, -1.706, -1.020], [-3.156, -0.612, -0.100], [-2.396, -1.771, 0.803], [-1.058, 2.941, -0.167], [4.037, 0.667, -0.219], [-0.139, -0.906, 0.263]], "mulliken_charge": [0.402, -0.782, -0.125, -0.078, 1.231, -0.371, -0.674, -0.641, 0.313, 0.365, 0.317, 0.338, 0.399, 0.304]}

How do the records compare in energy relative to the best compared isomer or geometry (same formula, charge and spin)? In the order shown, they have 4.273; 4.579; 4.915; 1.674; 4.896; 0.529; 2.145; 4.364; 3.802; 0.626 eV.